63
Properties=species:S:1:pos:R:3:forces:R:3 method="wB97M-V/def2-TZVPD" e_above_lowest_kcal_mol=19.1 fmax_ev_per_a=1.007 multiplicity=1 charge=-1
Pd -0.5415 0.3999 -0.4045 -0.1 0.5 0.9
C 0.8702 0.5224 -3.0246 0.1 0.0 0.2
N 1.8949 -0.5087 -2.9165 0.0 0.0 -0.1
C 1.9722 -1.4283 -4.0351 -0.1 0.0 0.1
C 2.3719 -0.8247 -1.6684 0.1 -0.1 0.0
N 1.9294 -0.1928 -0.6517 0.0 0.2 -0.1
C 2.4226 -0.2842 0.6432 0.1 -0.1 0.0
C 3.7147 0.0983 0.9953 0.0 0.0 0.0
C 4.1489 0.0335 2.3146 0.0 0.0 0.0
C 3.2846 -0.4184 3.3008 -0.1 0.0 0.0
C 1.9794 -0.7642 2.9689 0.1 0.0 0.0
C 1.5206 -0.6737 1.6564 0.0 0.0 0.1
N 0.2262 -1.0486 1.2958 -0.2 0.0 -0.6
C -0.8270 -0.4824 1.8271 -0.3 0.3 0.1
N -2.0696 -1.1582 1.7765 0.1 0.2 -0.2
C -3.2179 -0.2529 1.6261 0.1 -0.1 0.0
C -2.1139 -2.2152 0.7695 0.1 0.0 0.2
N -0.8433 0.6246 2.6949 0.1 -0.2 0.2
C 0.0576 1.7456 2.5325 -0.1 -0.1 0.0
C -1.3122 0.4299 4.0483 0.0 0.0 0.0
N 3.3141 -1.8881 -1.6621 0.0 0.1 0.2
C 4.6397 -1.5640 -2.1490 0.0 -0.1 -0.1
C 3.3038 -2.7899 -0.5209 0.0 0.0 -0.1
H 0.2773 0.3458 -3.9198 0.0 0.0 0.0
H 1.3029 1.5232 -3.0633 0.0 0.0 0.0
H 0.1946 0.4980 -2.1349 0.2 0.0 -0.8
H 0.9935 -1.8802 -4.2331 0.0 0.0 0.0
H 2.6796 -2.2236 -3.8287 0.0 0.0 0.0
H 2.2838 -0.8968 -4.9378 0.0 0.0 0.0
H 4.3727 0.4741 0.2198 0.0 0.0 0.0
H 5.1574 0.3366 2.5701 0.0 0.0 0.0
H 3.6140 -0.4866 4.3307 0.0 0.0 0.0
H 1.2882 -1.1066 3.7308 0.0 0.0 0.0
H -3.3684 0.3516 2.5173 0.0 0.0 0.0
H -4.1119 -0.8551 1.4640 0.0 0.0 0.0
H -3.0656 0.4167 0.7695 0.0 0.0 0.0
H -1.3350 -2.9480 0.9637 0.0 0.0 0.0
H -1.9564 -1.7997 -0.2357 0.0 0.0 0.0
H -3.0890 -2.6993 0.8177 0.0 0.0 0.0
H 0.2924 1.8679 1.4771 0.0 0.0 -0.1
H 0.9886 1.6360 3.1031 0.0 0.0 0.0
H -0.4582 2.6490 2.8691 0.0 0.0 0.0
H -1.9183 -0.4723 4.1090 0.0 0.0 0.0
H -1.9175 1.2853 4.3677 0.0 0.0 0.0
H -0.4741 0.3326 4.7556 0.0 0.0 0.0
H 4.5707 -0.9400 -3.0400 0.0 0.0 0.0
H 5.1645 -2.4864 -2.4124 0.0 0.0 0.0
H 5.2441 -1.0338 -1.4004 0.0 0.0 0.0
H 2.2979 -2.8454 -0.1074 0.0 0.0 0.0
H 3.9889 -2.4881 0.2778 0.0 0.0 0.0
H 3.5935 -3.7880 -0.8655 0.0 0.0 0.0
F -7.1436 2.3228 -2.2560 0.0 0.0 0.0
C -5.8365 2.3989 -1.9485 0.0 0.0 0.0
C -4.9619 1.3987 -2.3181 0.0 -0.1 0.0
F -5.4316 0.3329 -2.9926 0.0 0.0 0.0
C -3.6178 1.4858 -2.0092 0.2 0.0 0.1
F -2.8520 0.4581 -2.4070 0.0 0.0 -0.1
C -3.0506 2.5697 -1.3220 -0.4 0.2 0.0
S -1.3749 2.7478 -0.9227 0.1 -0.8 0.0
C -3.9873 3.5587 -0.9669 0.2 -0.1 0.0
F -3.5779 4.6439 -0.2920 0.0 0.0 0.0
C -5.3331 3.4853 -1.2622 0.0 0.1 0.0
F -6.1685 4.4707 -0.8838 0.0 0.0 0.0